62
Properties=species:S:1:pos:R:3 method="wB97M-V/def2-TZVPD" s_squared=12.016 gap_ev="7.305 / 7.290" spin_multiplicity=7 total_charge=-1 homo_ev="-4.761 / -4.742"
Ga 0.2914 -1.4118 -5.3701
Cl 0.8128 1.0972 -4.7328
C -0.8328 -0.3801 -6.8537
C 1.9816 -1.2121 -6.6751
H -0.6780 -0.7952 -7.8704
H -1.9383 -0.3379 -6.7058
H -0.3387 0.6550 -6.8187
H 1.7976 -1.6127 -7.6920
H 2.9587 -1.6576 -6.3480
H 2.0438 -0.0947 -6.8131
Eu -0.0506 0.3633 -2.4618
C -2.4034 1.0708 -2.6407
C -0.4270 -1.8354 -3.2646
H -2.6387 0.5285 -3.5820
H -3.3020 1.1805 -2.0348
H -1.9861 2.0586 -2.8758
H 0.1409 -2.6297 -2.7281
H -1.3610 -2.3507 -3.5529
C 1.7076 3.2234 2.3761
C 2.3984 1.8677 2.1241
C 3.1216 1.9004 0.7930
C 3.2718 1.4921 3.3127
O 1.3917 0.8264 2.1546
Si 0.2080 0.3508 1.0904
O 0.7763 0.4336 -0.3866
O -0.2369 -1.1232 1.6429
C 0.4425 -2.1652 2.3327
C 1.7960 -2.4052 1.6436
C 0.7394 -1.8104 3.7876
C -0.5301 -3.3388 2.3322
O -1.1252 1.2996 1.3506
C -2.5187 0.8880 1.5305
C -2.8903 -0.2708 0.6314
C -2.7660 0.4309 2.9753
C -3.3322 2.1371 1.2015
H 2.4978 3.9906 2.2424
H 1.3088 3.2766 3.4138
H 0.9017 3.4022 1.6403
H 3.8343 2.7288 0.8981
H 3.6733 0.9624 0.5981
H 2.4405 2.0974 -0.0363
H 2.6789 1.4889 4.2436
H 3.6908 0.4859 3.1630
H 4.0973 2.2149 3.4036
H 2.3912 -1.4597 1.7163
H 2.3245 -3.2053 2.2180
H 1.7052 -2.7099 0.5803
H -0.1589 -1.5283 4.3488
H 1.4754 -0.9967 3.8390
H 1.1807 -2.7472 4.2250
H -1.4760 -3.0474 2.8267
H -0.7761 -3.7076 1.3215
H -0.1129 -4.1878 2.9049
H -2.3863 -1.1934 0.9474
H -3.9716 -0.4187 0.7258
H -2.6546 -0.0669 -0.4267
H -2.6248 1.2398 3.7021
H -3.8167 0.0863 3.0442
H -2.1105 -0.4213 3.2309
H -3.1290 2.9480 1.9254
H -3.0899 2.4933 0.1891
H -4.4171 1.9029 1.2426